No. 1
Computed, not measured: a 5-piece molecular cluster, C30H25N5O10 overall at a distorted geometry, with ωB97M-V/def2-TZVPD.

- Net charge: 0
- LUMO level: -0.0365 Eh
- SMILES: O=[N+]([O-])c1ccccc1.O=[N+]([O-])c1ccccc1.O=[N+]([O-])c1ccccc1.O=[N+]([O-])c1ccccc1.O=[N+]([O-])c1ccccc1
- Total energy: -59426.4343 eV
- Energy relative to the best compared isomer or geometry (same formula, charge and spin): 27.7 kcal/mol

```
70
Properties=species:S:1:pos:R:3:forces:R:3
C 5.847330 4.531913 -0.644120 0.3626 0.3988 -0.0662
O 6.805493 1.773586 -2.572648 0.3011 -0.6060 -0.4614
H -0.253041 -1.360782 0.326748 -0.0012 0.0944 0.0255
H -6.406405 -3.803507 2.471083 -0.3882 0.3001 0.0804
O -0.685042 4.778194 -7.015199 0.0957 -0.2959 -0.1488
C 1.617405 -0.557079 3.026340 0.4581 1.1744 0.6630
C -1.348871 -3.590142 -1.569712 -0.6967 -1.1118 0.3572
C 4.183266 3.947987 0.963383 -0.3112 -0.3005 0.3085
C 0.895965 -0.396080 1.860841 0.0379 -0.5147 -0.1417
C -0.082468 -3.935701 -1.164409 1.2927 0.3284 -0.4104
C 0.925273 -2.815086 3.135966 0.4158 -0.6172 1.4030
C 1.640710 -1.755337 3.703069 -0.5051 -0.1657 -1.1983
N 6.593576 2.946759 -2.389300 -0.7691 0.1714 0.8751
C 0.426443 2.781274 -2.671090 0.1286 -0.4924 -0.5171
C -3.869684 -1.371868 4.058745 0.3778 0.9750 -1.6818
C -5.228488 -1.182766 4.257395 -0.0739 -0.7878 0.8169
C -2.385839 -4.525181 -1.517721 -0.3823 -0.0477 0.0472
O 0.821335 1.917909 1.871678 0.5133 0.3376 0.0381
C 5.038495 4.891785 0.431600 0.0408 -0.4636 -0.1963
H 0.567050 2.097155 -1.846997 0.0821 0.1491 0.0506
C -2.107218 -5.814871 -1.103169 0.8221 0.3647 0.0472
C -5.753180 -3.042049 2.877487 0.3967 -0.5967 0.4414
H 0.863283 -3.707458 3.752687 0.0709 -0.2494 -0.4577
H 5.047353 5.879928 0.868364 0.2894 0.0753 -0.1580
C -0.164442 4.415326 -4.829749 0.0745 0.3152 1.6935
H -0.614432 -7.146867 -0.375880 0.0433 0.0567 -0.0149
O -6.872139 0.060953 5.275066 -0.7035 -0.0240 -0.0161
O -0.659969 -1.510336 -2.235397 0.1030 -0.0200 -0.0125
H 1.235679 -5.540924 -0.482746 0.0877 0.2304 0.0821
C 0.849713 2.413890 -3.947280 -0.4764 0.8054 0.1548
C -3.478184 -2.270060 3.073984 -0.1468 -1.5738 0.8999
O 6.995958 3.869129 -3.049226 0.4741 0.3390 -0.5542
H -1.238967 5.616246 -3.325170 0.2370 0.3029 -0.5234
N -1.618350 -2.242731 -2.071187 0.5135 0.3984 0.2067
C 5.746127 3.274921 -1.238345 -0.3586 0.5393 1.3400
C 4.891669 2.323924 -0.687023 0.3651 0.5992 -0.6780
C 0.287399 -2.718815 1.919706 -0.1721 1.1092 -0.4673
H 2.155017 0.273302 3.474084 -0.1175 0.1337 -0.3077
H -7.231549 -1.915344 3.959840 0.0314 -0.0114 0.3197
H 0.881172 2.952008 -6.006717 -0.0596 0.2778 -0.1017
H 1.307855 1.454903 -4.135578 0.2068 0.0380 0.0532
H -3.112211 -0.671100 4.380914 -0.2997 0.0216 0.6065
H -4.093888 -3.948481 1.870287 0.0335 -0.0020 0.0020
O -0.706660 6.461698 -5.699775 -0.0813 0.4361 0.4493
O 0.579179 0.870977 -0.003727 0.3270 0.4402 -0.2438
H 3.514681 4.184908 1.781644 0.0898 0.0875 0.0237
C 0.235963 -5.229491 -0.740996 -1.0024 0.6466 -0.1960
H -2.433518 -2.490950 2.890954 0.0767 0.5177 -0.1166
H 6.595135 5.240571 -0.974990 -0.1227 -0.0571 -0.3476
N 0.811182 0.924885 1.185115 -1.0307 -1.1893 0.3756
H 0.688011 -3.178835 -1.256343 0.0063 -0.0635 0.0588
C 0.580545 3.270290 -5.017433 -0.0566 -0.8032 -0.4220
C -0.272426 3.966210 -2.488945 0.1500 -0.4327 0.4606
H 3.455830 1.902904 0.746259 -0.0809 0.2690 0.4933
H 4.762480 1.399987 -1.233888 0.0403 -0.2089 0.3793
C -0.575487 4.792266 -3.545697 -0.2872 -0.2877 -0.0892
O -4.838751 0.509620 5.745304 0.5614 0.3608 0.3366
O -2.762608 -1.920720 -2.268256 -0.5477 -0.1113 -0.1070
C -4.406125 -3.175504 2.560369 -0.2011 0.7304 -0.1763
C -0.807583 -6.126352 -0.692358 -0.2280 -1.1409 -0.0848
H -0.631150 4.191759 -1.492379 -0.0200 0.1544 -0.0601
H 2.248105 -1.839136 4.590218 -0.2271 -0.2136 0.1692
C 4.151678 2.671434 0.435460 -0.3659 -0.8552 -0.9765
H -0.187020 -3.534923 1.397428 -0.0958 -0.2721 0.4270
H -2.846152 -6.600261 -1.152737 -0.1880 0.1247 0.1999
C 0.245407 -1.475783 1.279426 0.3284 -0.0692 -0.0478
C -6.178401 -2.071863 3.786683 0.1003 0.1078 -1.3910
N -5.685992 -0.124518 5.167385 0.2708 -0.0132 -0.1444
H -3.411373 -4.281976 -1.761194 0.1761 0.2995 -0.2855
N -0.544115 5.284279 -5.918103 0.0148 -0.1124 -1.0838
```
Forces are in eV/Å.

=====

No. 2
Computed, not measured: C30H25N5O10 as an isolated structure at a distorted geometry, with ωB97M-V/def2-TZVPD.

- Net charge: 0
- LUMO level: -0.0776 Eh
- Total energy: -59415.4133 eV
- Energy relative to the best compared isomer or geometry (same formula, charge and spin): 281.9 kcal/mol

```
70
Properties=species:S:1:pos:R:3:forces:R:3
H -9.275808 6.130889 10.129200 -0.9468 2.7246 2.3357
H -14.284378 -2.836506 6.071351 -0.1738 0.0882 -0.3454
C -9.185804 0.208209 5.360378 1.2789 -0.1357 1.1615
C -13.172778 -2.149891 7.718271 -0.9640 1.0417 -0.1244
H -7.311711 8.237439 14.111094 -0.1363 0.4391 -0.0860
C -7.784847 7.842448 13.224229 -0.6201 -1.7338 0.4957
H -8.461573 5.650674 9.397901 0.7211 -1.4179 -1.3945
H -13.406992 1.034072 8.898464 -3.0412 -1.1788 2.4517
C -7.471370 6.516764 12.894638 0.4956 1.1369 0.3808
H -15.168700 1.224369 7.108254 0.0712 0.0940 0.0640
C -9.229022 2.373701 9.120315 -1.4028 -0.2427 -0.6779
C -8.486475 3.501736 9.405967 -1.3462 0.1008 -0.3450
C -10.400365 4.912925 8.959804 -0.9628 -0.6727 0.0565
C -7.545956 -1.484917 4.695256 -1.0791 1.4416 2.1503
C -13.006944 -1.044128 8.530546 0.0998 -0.2968 1.0235
C -14.745459 -0.755929 6.424939 -0.4280 -0.2747 0.2093
N -12.549148 -3.518306 8.085996 -2.3829 1.6265 0.8316
O -7.870096 -0.777609 13.791102 1.5699 2.9648 0.4190
H -7.675230 0.057685 11.285527 0.0875 -0.2415 1.0359
C -13.648198 0.195176 8.262494 -2.1762 -3.0927 2.2393
C -14.612767 0.313251 7.273187 -0.0379 -0.4891 -0.1780
C -9.852881 -2.638807 11.441012 0.5583 1.4627 -0.3079
H -7.589171 5.036386 11.359601 -0.1581 -0.2692 0.2197
C -8.844401 8.473963 12.563922 1.3134 1.5922 0.7602
H -9.271417 0.704922 7.484510 0.3171 -0.1624 -0.8136
C -10.609685 2.471455 8.715968 0.8247 1.6060 1.6501
O -10.818081 7.991113 9.687396 -0.1428 1.5790 1.0264
H -15.433627 -0.658525 5.598299 -0.0508 -0.3391 -0.0970
O -7.527885 -2.275545 2.513014 0.1087 1.0227 0.9227
H -11.020107 -3.194451 9.675901 3.3881 1.0924 1.4937
C -7.984774 5.964642 11.744626 0.1845 -0.0840 -0.3335
O -10.798068 9.674685 11.144382 -0.2984 -0.9396 -1.2296
H -7.441143 -0.892120 8.121321 0.1530 -0.1811 -0.5010
C -8.386541 -0.728593 11.080048 0.1122 0.3864 0.1095
N -6.982864 -2.310983 3.619424 -0.9467 -1.4812 -1.3061
O -9.033587 -2.504743 14.110350 -0.5935 0.8099 -0.8586
H -8.502024 0.135728 9.147688 0.3295 -1.1797 0.5990
C -14.099002 -1.960791 6.675636 1.1076 -2.0001 -0.4580
C -8.516465 -0.522789 4.373185 -0.1810 -0.0479 -0.0237
H -6.778586 5.930801 13.480382 0.1989 0.2056 0.1231
C -9.785762 -1.524562 9.301352 -0.4684 -1.3412 0.3416
H -10.284111 -3.421452 12.047565 0.1980 0.1317 0.3378
C -7.773911 -0.789092 7.099057 -0.9249 -0.2578 -2.4261
N -8.636067 -1.572647 13.391333 -0.5396 -4.4650 0.0766
N -10.429971 8.595924 10.697108 0.1161 -0.3025 0.1257
O -12.519599 1.398604 7.795116 6.4419 4.1927 -2.7882
C -8.824659 -0.672788 9.786904 -0.1357 0.0280 -0.2060
H -8.710275 1.426467 9.125543 -0.4866 1.0210 0.1937
C -8.931220 -1.672467 11.952922 -1.3615 -0.4548 -0.9408
H -7.456252 3.289895 9.651281 0.1686 0.6213 0.0328
O -12.047376 -3.567772 9.245718 -6.8481 -2.9979 -4.9186
C -11.159073 3.770221 8.720844 -0.6297 -1.3769 -0.4941
H -12.369115 -1.118192 9.398926 -0.2537 -0.0663 0.0844
O -12.793846 -4.436739 7.338960 1.1657 0.2415 0.5192
H -6.504259 -2.338641 6.407004 0.1912 -0.1128 -0.2375
C -7.229664 -1.604282 6.089353 0.6096 -0.2016 -0.8474
C -8.910834 6.639245 11.009404 -1.8434 2.8125 1.2770
H -9.098807 9.492811 12.816177 -0.2168 -0.0241 0.2283
C -9.098941 4.781678 9.327058 2.7782 -3.1047 -2.2926
H -8.786698 -0.301650 3.351203 0.1803 -0.2954 -0.1519
H -9.833004 1.027081 5.082973 -0.3334 -0.2302 -0.1574
N -11.407645 1.268758 8.355284 1.0508 2.8373 -1.9077
H -10.334518 -1.337537 8.390159 1.3305 -1.4764 -0.1280
C -8.833433 0.074401 6.724893 1.5751 -0.1653 -0.9577
O -10.822673 0.208957 8.379133 -1.5102 1.9300 -0.1178
H -10.833183 5.902411 8.959205 -0.2867 -0.0864 -0.2461
C -9.396941 7.919254 11.466270 0.9404 -3.0440 -1.1971
H -12.211321 3.836569 8.486835 -0.1032 0.2552 -0.0987
O -6.123280 -3.132992 3.843974 0.5807 0.4833 1.1223
C -10.297069 -2.511553 10.096930 3.7645 0.4943 3.0954
```
Forces are in eV/Å.

=====

Question: The highest total energy belongs to which entry?
Answer: number 2